Record 1
C13H18N2O3 in the gas phase in a non-equilibrium geometry. Source: OMol25; level of theory: ωB97M-V/def2-TZVPD.

Output
Strongest force on any atom = 19.79 eV/A
Energy relative to the best compared isomer or geometry (same formula, charge and spin) = 1391.19 kJ/mol
2S+1 = 1
E_LUMO = -0.0078 Eh
Orbital gap = 8.46 eV
Charge = 0
SMILES string = COC[C@@H](NC(C)=O)C(=O)NCc1ccccc1
Highest occupied orbital energy = -8.67 eV
Calculated total energy = -22882.6708 eV

XYZ file:
```
36
Properties=species:S:1:pos:R:3:forces:R:3:lowdin_charge:R:1
C -5.378 -0.468 0.159 -0.571 3.723 -4.121 -0.0115
H -5.256 -1.312 0.781 0.149 -0.499 1.110 0.0445
O -4.004 -0.164 -0.522 -6.572 -1.761 -1.082 -0.2025
C -3.123 0.030 0.433 1.303 -0.484 2.782 -0.2916
C -1.806 -0.038 -0.407 -1.657 4.608 6.611 -0.0958
N -1.073 1.147 0.301 -1.113 -4.337 -13.722 0.1948
C -0.107 1.654 -0.312 5.724 4.194 -10.741 -0.3270
O 0.180 1.476 -1.753 -1.981 -0.554 7.221 -0.1773
C 0.741 2.842 0.165 0.238 -1.170 1.031 0.0033
H 0.204 3.395 0.879 -1.460 1.311 0.591 0.0519
H 1.467 2.503 0.901 0.813 -0.558 -0.458 0.0657
H 1.222 3.530 -0.561 -0.648 -1.130 0.088 0.1038
H -1.049 1.240 1.126 -0.552 1.214 14.929 0.0253
H -1.988 0.401 -1.283 -0.516 0.774 -3.976 0.1162
C -1.008 -1.162 -0.186 0.127 -8.100 8.875 -0.3265
O -1.217 -1.913 1.022 1.031 3.755 -5.975 -0.1280
N -0.030 -1.463 -0.961 -2.108 6.655 -4.753 0.0701
H 0.023 -0.592 -1.591 0.181 -1.199 0.142 0.1631
C 1.187 -2.064 -0.891 -1.881 -6.295 3.993 -0.1869
C 2.209 -1.297 -0.204 2.752 -2.995 -19.371 -0.2319
C 2.180 -0.892 0.900 0.172 6.248 18.545 -0.1326
C 3.111 0.042 1.607 3.158 -1.106 -9.110 0.0709
C 4.249 0.447 0.660 -3.115 1.181 7.579 -0.0976
C 4.210 -0.070 -0.530 1.711 -3.091 -12.690 -0.1784
C 3.264 -0.779 -1.408 -2.092 3.990 16.893 0.1533
H 3.362 -1.270 -2.201 1.069 -3.586 -6.785 0.0012
H 5.081 -0.004 -1.370 -0.831 0.985 2.792 0.1397
H 5.074 1.147 0.931 -0.790 -0.874 0.075 0.1121
H 3.133 0.260 2.586 -0.386 0.791 3.280 0.0416
H 1.457 -1.228 1.718 0.310 -0.095 -1.717 0.1550
H 1.336 -2.536 -1.830 1.080 0.013 -0.837 0.1225
H 0.765 -2.956 -0.222 1.885 0.805 -0.774 0.1819
H -3.383 1.068 0.958 1.214 -1.716 -0.695 0.1600
H -3.154 -0.841 1.218 0.455 1.760 -1.097 0.1440
H -6.134 -0.770 -0.744 1.953 0.935 2.254 0.1230
H -5.746 0.633 0.631 0.948 -3.393 -0.887 0.1438
```
Positions in Å, forces in eV/Å.


Record 2
C4H8O2 in the gas phase. Source: OMol25; level of theory: ωB97M-V/def2-TZVPD.

Output
Strongest force on any atom = 0.54 eV/A
Energy relative to the best compared isomer or geometry (same formula, charge and spin) = 94.24 kJ/mol
2S+1 = 1
E_LUMO = 0.0331 Eh
Orbital gap = 10.84 eV
Charge = 0
SMILES string = CC(=O)[C@@H](C)O
Highest occupied orbital energy = -9.94 eV
Calculated total energy = -8372.3050 eV

XYZ file:
```
14
Properties=species:S:1:pos:R:3:forces:R:3:lowdin_charge:R:1
C 1.201 -0.884 -0.178 0.129 -0.206 -0.057 -0.0154
C 0.674 0.405 0.508 -0.228 -0.169 -0.020 -0.3800
O 1.518 1.514 0.422 0.128 0.025 -0.211 -0.0186
C -0.548 0.625 -0.349 -0.153 0.273 -0.172 -0.4510
O -0.466 1.355 -1.318 -0.288 -0.067 0.449 0.0874
C -1.763 -0.161 0.034 -0.182 0.009 0.006 -0.0024
H 1.303 -1.733 0.499 0.152 0.155 0.016 0.0811
H 2.148 -0.657 -0.670 -0.003 -0.041 0.177 0.0933
H 0.501 -1.185 -0.968 0.282 -0.176 0.078 0.0824
H 0.418 0.231 1.562 0.035 -0.007 -0.244 0.1503
H 1.183 1.999 -0.353 0.265 0.039 0.051 0.0890
H -2.385 -0.417 -0.824 0.060 0.104 0.066 0.0930
H -2.316 0.511 0.697 -0.182 -0.124 -0.002 0.1005
H -1.508 -1.057 0.609 -0.013 0.186 -0.137 0.0905
```
Positions in Å, forces in eV/Å.